Record 1
ORCA calculation (ωB97M-V with the def2-TZVPD basis set) on 2 unconnected molecules or ions with the total composition C2N5O3 in a non-equilibrium geometry.

Each line ends with the Mulliken charge.
Element x y z (Å)
1 C -0.357 -1.106 -0.322  0.038
2 C -1.137 -0.151 0.002  0.893
3 N 0.528 -3.017 -0.228  -0.267
4 N -0.304 -2.275 0.397  -0.180
5 N 0.593 -1.180 -1.349  -0.178
6 N 1.077 -2.390 -1.247  -0.225
7 N 0.349 3.434 0.753  -0.029
8 O 0.702 2.282 1.023  -0.452
9 O -1.991 0.591 0.052  -0.154
10 O 0.440 4.428 1.412  -0.446

Calculated values
* maximum force: 0.147 hartree/bohr
* ΔE to the lowest compared entry with this formula, charge and spin: 381.7 kJ/mol
* spin multiplicity: 1
* HOMO energy: -0.0898 Ha
* net charge: -1

***

Record 2
ORCA calculation (ωB97M-V with the def2-TZVPD basis set) on a single C3H4N2O2S molecule in a non-equilibrium geometry.

Each line ends with the Mulliken charge.
Element x y z (Å)
1 C -2.648 -1.681 0.062  -0.229
2 C -0.024 0.480 0.032  0.528
3 C 3.143 -0.912 -0.076  -0.279
4 H -3.782 -1.671 0.153  0.276
5 H -2.088 -2.593 0.392  0.276
6 H 3.543 0.007 -0.305  0.337
7 H 3.692 -1.859 -0.042  0.276
8 N -2.038 -0.567 -0.189  -0.426
9 N 1.821 -1.057 0.066  -0.287
10 O -0.643 -0.709 -0.073  -0.056
11 O 1.251 0.312 0.122  -0.118
12 S -0.471 2.083 0.010  -0.297

Calculated values
* maximum force: 0.116 hartree/bohr
* ΔE to the lowest compared entry with this formula, charge and spin: 554.8 kJ/mol
* spin multiplicity: 1
* HOMO energy: -0.3124 Ha
* SMILES: C=NOC(=S)ON=C

***

Record 3
ORCA calculation (ωB97M-V with the def2-TZVPD basis set) on 14 unconnected molecules or ions with the total composition C48H96O46S4 in a non-equilibrium geometry.

Each line ends with the Mulliken charge.
Element x y z (Å)
1 C -0.585 -10.501 0.389  -1.288
2 C -0.240 -9.068 0.022  0.231
3 O -1.245 -8.231 0.629  -0.369
4 C -1.132 -6.934 0.361  0.671
5 O -0.325 -6.472 -0.410  -0.451
6 O -2.086 -6.282 0.987  -0.445
7 C -2.137 -4.867 0.747  0.145
8 H -1.267 -10.920 -0.352  0.337
9 H -1.116 -10.599 1.335  0.323
10 H 0.316 -11.111 0.451  0.362
11 H -0.293 -8.963 -1.060  0.260
12 H 0.734 -8.747 0.386  -0.002
13 H -2.837 -4.389 1.422  0.015
14 H -2.402 -4.652 -0.286  0.311
15 H -1.148 -4.470 0.985  0.005
16 C 4.295 -7.758 1.353  -1.114
17 C 4.899 -6.410 1.043  -0.329
18 O 3.835 -5.459 0.982  -0.032
19 C 4.145 -4.208 0.655  0.321
20 O 5.244 -3.766 0.475  -0.605
21 O 3.010 -3.522 0.573  0.257
22 C 3.101 -2.199 0.061  -0.511
23 H 5.106 -8.482 1.452  0.421
24 H 3.642 -8.059 0.536  0.227
25 H 3.782 -7.749 2.313  0.262
26 H 5.445 -6.416 0.098  0.317
27 H 5.619 -6.126 1.816  0.310
28 H 3.878 -2.060 -0.682  0.388
29 H 3.226 -1.507 0.898  0.393
30 H 2.136 -1.963 -0.379  -0.700
31 C 1.666 4.486 -6.516  -0.708
32 C 3.068 4.164 -5.956  -0.394
33 O 3.067 3.505 -4.689  -0.325
34 C 2.588 2.267 -4.624  0.508
35 O 2.082 1.678 -5.540  -0.630
36 O 2.756 1.811 -3.389  0.217
37 C 2.285 0.485 -3.185  0.036
38 H 1.436 5.533 -6.341  0.309
39 H 0.919 3.841 -6.058  0.074
40 H 1.681 4.276 -7.584  0.313
41 H 3.528 5.138 -5.803  0.269
42 H 3.699 3.552 -6.599  0.391
43 H 2.867 -0.293 -3.670  0.665
44 H 1.256 0.365 -3.530  -0.292
45 H 2.235 0.350 -2.109  -0.658
46 C -4.163 -1.246 2.295  -0.951
47 C -3.654 -0.309 3.358  0.410
48 O -4.257 0.979 3.207  -0.153
49 C -4.796 1.577 4.264  0.492
50 O -5.157 1.062 5.285  -0.580
51 O -4.907 2.880 3.974  -0.170
52 C -5.307 3.702 5.071  -0.829
53 H -4.250 -0.783 1.316  0.065
54 H -5.200 -1.502 2.554  0.483
55 H -3.679 -2.217 2.381  0.097
56 H -2.567 -0.213 3.309  -0.422
57 H -3.875 -0.688 4.358  0.646
58 H -4.885 3.364 6.014  0.373
59 H -6.396 3.676 5.163  0.318
60 H -5.015 4.719 4.828  0.216
61 C -0.430 -1.603 5.088  -1.431
62 C 0.722 -2.069 4.228  0.773
63 O 0.705 -3.508 4.119  -0.128
64 C 1.489 -4.214 4.925  0.577
65 O 2.146 -3.771 5.825  -0.567
66 O 1.463 -5.511 4.633  -0.431
67 C 1.029 -5.916 3.343  -0.294
68 H -0.327 -1.837 6.150  0.326
69 H -1.382 -2.063 4.817  0.352
70 H -0.505 -0.518 4.976  0.387
71 H 1.674 -1.742 4.632  0.502
72 H 0.517 -1.728 3.219  -0.782
73 H 1.087 -6.994 3.196  0.259
74 H 1.691 -5.468 2.601  0.107
75 H -0.017 -5.651 3.201  0.211
76 C 2.606 0.672 3.766  0.039
77 C 2.638 1.632 4.944  -0.885
78 O 1.936 1.151 6.090  -0.368
79 C 2.475 0.113 6.725  0.963
80 O 3.528 -0.401 6.457  -0.591
81 O 1.669 -0.226 7.726  -0.371
82 C 2.041 -1.420 8.409  -0.494
83 H 3.088 1.168 2.915  0.247
84 H 1.575 0.478 3.468  -0.409
85 H 3.209 -0.216 3.935  0.612
86 H 2.183 2.567 4.622  0.263
87 H 3.665 1.893 5.211  0.385
88 H 1.403 -1.547 9.278  0.242
89 H 3.082 -1.377 8.726  0.311
90 H 1.926 -2.295 7.770  0.151
91 C -0.576 -4.509 -7.368  -0.942
92 C -2.006 -4.004 -7.178  -0.380
93 O -2.156 -3.339 -5.924  -0.302
94 C -1.736 -2.073 -5.917  0.699
95 O -1.274 -1.459 -6.830  -0.605
96 O -1.972 -1.591 -4.698  0.006
97 C -1.596 -0.244 -4.421  0.164
98 H -0.547 -5.200 -8.210  0.412
99 H -0.241 -5.021 -6.466  0.136
100 H 0.069 -3.656 -7.568  0.285
101 H -2.704 -4.836 -7.239  0.411
102 H -2.252 -3.331 -8.000  0.318
103 H -1.641 0.397 -5.297  0.574
104 H -0.572 -0.251 -4.047  -0.390
105 H -2.216 0.062 -3.583  -0.533
106 C -3.543 3.272 0.371  0.122
107 C -4.875 3.966 0.591  -0.464
108 O -5.061 5.082 -0.277  -0.436
109 C -5.456 4.862 -1.525  0.928
110 O -5.719 3.807 -2.032  -0.543
111 O -5.519 6.047 -2.141  -0.366
112 C -5.638 5.986 -3.567  -0.675
113 H -3.275 2.765 1.302  0.233
114 H -2.772 4.010 0.153  0.060
115 H -3.627 2.490 -0.373  -0.251
116 H -4.961 4.325 1.612  0.194
117 H -5.703 3.265 0.456  0.364
118 H -6.556 5.456 -3.838  0.302
119 H -4.789 5.502 -4.041  0.275
120 H -5.837 7.008 -3.878  0.223
121 C 1.102 8.191 5.575  -1.256
122 C 1.038 7.761 4.142  -0.114
123 O 1.494 6.386 4.098  -0.283
124 C 1.407 5.654 3.000  0.590
125 O 1.658 4.485 2.972  -0.410
126 O 1.060 6.396 1.935  -0.481
127 C 0.926 5.685 0.703  0.094
128 H 0.589 9.156 5.655  0.385
129 H 2.105 8.260 5.991  0.314
130 H 0.540 7.567 6.273  0.321
131 H 1.695 8.340 3.491  0.268
132 H 0.034 7.840 3.725  0.301
133 H 1.573 4.805 0.702  -0.018
134 H 1.161 6.375 -0.096  0.256
135 H -0.054 5.203 0.645  0.004
136 C 6.219 -0.243 1.135  -0.719
137 C 6.261 -0.063 -0.355  0.247
138 O 6.337 1.310 -0.745  -0.435
139 C 5.200 1.984 -0.858  0.503
140 O 4.089 1.541 -0.699  -0.137
141 O 5.486 3.222 -1.223  -0.445
142 C 4.383 4.075 -1.466  -0.039
143 H 5.399 0.222 1.688  -0.055
144 H 7.112 0.201 1.585  0.394
145 H 6.215 -1.307 1.379  0.281
146 H 5.469 -0.592 -0.889  -0.104
147 H 7.151 -0.548 -0.758  0.337
148 H 4.758 5.049 -1.761  0.296
149 H 3.781 4.151 -0.555  0.067
150 H 3.713 3.711 -2.243  -0.074
151 C -0.124 -3.440 -2.091  -0.101
152 C -0.206 -4.506 -3.144  -0.365
153 O 0.965 -4.337 -3.934  -0.443
154 S 1.590 -2.851 -3.779  1.428
155 O 1.363 -2.120 -4.968  -0.539
156 O 2.856 -2.925 -3.157  -0.630
157 O 0.501 -2.315 -2.741  0.134
158 H 0.508 -3.657 -1.223  -0.123
159 H -1.053 -3.031 -1.695  0.004
160 H -1.117 -4.406 -3.731  0.294
161 H -0.219 -5.414 -2.545  0.427
162 C -0.876 6.983 -3.148  -0.546
163 C -2.008 6.242 -2.417  -0.015
164 O -1.442 5.036 -1.955  0.025
165 S -0.270 4.526 -2.931  0.749
166 O -0.802 3.746 -3.984  -0.656
167 O 0.719 3.988 -2.078  -0.260
168 O 0.067 5.965 -3.524  -0.271
169 H -0.436 7.783 -2.555  0.252
170 H -1.202 7.372 -4.111  0.329
171 H -2.787 6.059 -3.160  -0.094
172 H -2.436 6.812 -1.599  0.472
173 C -4.674 0.823 -2.427  -0.573
174 C -5.649 0.161 -3.406  -0.480
175 O -5.645 -1.233 -3.097  -0.432
176 S -5.042 -1.513 -1.640  1.258
177 O -4.310 -2.712 -1.663  -0.527
178 O -6.044 -1.347 -0.651  -0.650
179 O -4.085 -0.252 -1.690  0.406
180 H -5.175 1.477 -1.715  0.202
181 H -3.880 1.432 -2.851  0.478
182 H -5.282 0.258 -4.427  0.268
183 H -6.674 0.513 -3.319  0.330
184 C -0.152 1.845 1.016  1.124
185 C 0.964 1.327 0.063  -0.456
186 O 0.879 -0.092 0.195  1.315
187 S -0.679 -0.481 0.233  0.134
188 O -0.811 -1.745 0.845  -0.153
189 O -1.279 -0.197 -1.017  -0.672
190 O -0.972 0.685 1.290  0.167
191 H -0.720 2.626 0.515  -0.733
192 H 0.203 2.125 2.004  0.057
193 H 1.956 1.554 0.441  0.147
194 H 0.819 1.762 -0.923  -0.619

Calculated values
* maximum force: 0.042 hartree/bohr
* ΔE to the lowest compared entry with this formula, charge and spin: 0.0 kJ/mol
* spin multiplicity: 1
* HOMO energy: -0.3810 Ha

***

Record 4
ORCA calculation (ωB97M-V with the def2-TZVPD basis set) on a molecular structure, C23H20AuIN5O in a non-equilibrium geometry.

Each line ends with the Mulliken charge.
Element x y z (Å)
1 Au 0.329 -0.929 0.435  1.322
2 C 1.490 3.464 0.321  -1.608
3 C 1.346 1.986 0.534  0.825
4 N 0.267 1.359 0.202  0.664
5 N -0.818 1.781 -0.330  -1.103
6 C -1.802 0.915 -0.613  0.444
7 O -1.739 -0.301 -0.307  -0.750
8 C -2.991 1.440 -1.290  0.509
9 C -4.008 0.548 -1.642  -0.521
10 C -5.132 1.000 -2.301  -0.664
11 C -5.260 2.343 -2.617  -0.363
12 C -4.263 3.237 -2.258  -0.734
13 C -3.133 2.795 -1.597  -0.083
14 C 2.421 1.205 1.124  0.435
15 C 3.663 1.759 1.463  -0.746
16 C 4.635 0.971 2.052  -0.464
17 C 4.362 -0.369 2.304  -0.829
18 C 3.126 -0.857 1.927  -0.264
19 N 2.196 -0.104 1.359  -0.046
20 H 0.580 3.856 -0.124  0.329
21 H 2.328 3.681 -0.339  0.355
22 H 1.662 3.969 1.271  0.363
23 H -3.897 -0.498 -1.401  0.372
24 H -5.914 0.313 -2.585  0.406
25 H -6.132 2.692 -3.151  0.401
26 H -4.377 4.279 -2.512  0.402
27 H -2.354 3.487 -1.320  0.439
28 H 3.860 2.799 1.264  0.435
29 H 5.589 1.394 2.326  0.446
30 H 5.084 -1.013 2.778  0.429
31 H 2.857 -1.890 2.090  0.505
32 I -0.946 -2.309 6.587  0.171
33 C -1.110 -2.136 4.517  -0.687
34 C -2.129 -2.606 3.711  -0.022
35 N -1.816 -2.244 2.459  -0.102
36 N -0.667 -1.573 2.414  -0.134
37 C -0.218 -1.495 3.654  -0.480
38 H -3.014 -3.155 3.961  0.474
39 H -2.365 -2.358 1.619  0.194
40 H 0.695 -0.991 3.893  0.542
41 C 2.022 -2.854 -3.697  -0.483
42 C 1.314 -3.652 -2.818  -0.476
43 C 0.811 -3.116 -1.636  -0.333
44 C 1.036 -1.785 -1.351  0.305
45 C 1.724 -0.980 -2.232  -0.140
46 C 2.224 -1.517 -3.412  -0.673
47 H 2.421 -3.281 -4.605  0.396
48 H 1.149 -4.695 -3.039  0.410
49 H 0.249 -3.753 -0.970  0.379
50 H 1.874 0.069 -2.025  0.349
51 H 2.771 -0.883 -4.094  0.404

Calculated values
* maximum force: 0.075 hartree/bohr
* ΔE to the lowest compared entry with this formula, charge and spin: 200.8 kJ/mol
* spin multiplicity: 1
* HOMO energy (alpha / beta): -0.3918 / -0.3918 Ha
* net charge: +1

***

> Which value of ΔE to the lowest compared entry with this formula, charge and spin does entry 1 give?

381.7 kJ/mol

***

> maximum force of number 1 (C2N5O3)?

0.147 hartree/bohr

***

What did the fourth record say?
ORCA calculation (ωB97M-V with the def2-TZVPD basis set) on a molecular structure, C23H20AuIN5O in a non-equilibrium geometry.

Each line ends with the Mulliken charge.
Element x y z (Å)
1 Au 0.329 -0.929 0.435  1.322
2 C 1.490 3.464 0.321  -1.608
3 C 1.346 1.986 0.534  0.825
4 N 0.267 1.359 0.202  0.664
5 N -0.818 1.781 -0.330  -1.103
6 C -1.802 0.915 -0.613  0.444
7 O -1.739 -0.301 -0.307  -0.750
8 C -2.991 1.440 -1.290  0.509
9 C -4.008 0.548 -1.642  -0.521
10 C -5.132 1.000 -2.301  -0.664
11 C -5.260 2.343 -2.617  -0.363
12 C -4.263 3.237 -2.258  -0.734
13 C -3.133 2.795 -1.597  -0.083
14 C 2.421 1.205 1.124  0.435
15 C 3.663 1.759 1.463  -0.746
16 C 4.635 0.971 2.052  -0.464
17 C 4.362 -0.369 2.304  -0.829
18 C 3.126 -0.857 1.927  -0.264
19 N 2.196 -0.104 1.359  -0.046
20 H 0.580 3.856 -0.124  0.329
21 H 2.328 3.681 -0.339  0.355
22 H 1.662 3.969 1.271  0.363
23 H -3.897 -0.498 -1.401  0.372
24 H -5.914 0.313 -2.585  0.406
25 H -6.132 2.692 -3.151  0.401
26 H -4.377 4.279 -2.512  0.402
27 H -2.354 3.487 -1.320  0.439
28 H 3.860 2.799 1.264  0.435
29 H 5.589 1.394 2.326  0.446
30 H 5.084 -1.013 2.778  0.429
31 H 2.857 -1.890 2.090  0.505
32 I -0.946 -2.309 6.587  0.171
33 C -1.110 -2.136 4.517  -0.687
34 C -2.129 -2.606 3.711  -0.022
35 N -1.816 -2.244 2.459  -0.102
36 N -0.667 -1.573 2.414  -0.134
37 C -0.218 -1.495 3.654  -0.480
38 H -3.014 -3.155 3.961  0.474
39 H -2.365 -2.358 1.619  0.194
40 H 0.695 -0.991 3.893  0.542
41 C 2.022 -2.854 -3.697  -0.483
42 C 1.314 -3.652 -2.818  -0.476
43 C 0.811 -3.116 -1.636  -0.333
44 C 1.036 -1.785 -1.351  0.305
45 C 1.724 -0.980 -2.232  -0.140
46 C 2.224 -1.517 -3.412  -0.673
47 H 2.421 -3.281 -4.605  0.396
48 H 1.149 -4.695 -3.039  0.410
49 H 0.249 -3.753 -0.970  0.379
50 H 1.874 0.069 -2.025  0.349
51 H 2.771 -0.883 -4.094  0.404

Calculated values
* maximum force: 0.075 hartree/bohr
* ΔE to the lowest compared entry with this formula, charge and spin: 200.8 kJ/mol
* spin multiplicity: 1
* HOMO energy (alpha / beta): -0.3918 / -0.3918 Ha
* net charge: +1

***

> Which of these has the lowest maximum force?

C48H96O46S4